ORCA calculation (ωB97M-V/def2-TZVPD) on C4H8 as an isolated structure.

XYZ file:
```
12
Properties=species:S:1:pos:R:3
C -0.60 -1.36 0.24
H -0.05 0.48 1.61
H -0.30 -1.85 1.15
H -1.62 -1.48 -0.11
H 1.62 1.49 0.04
C 0.58 1.37 -0.26
H 0.24 1.85 -1.16
H 1.40 -0.84 -0.36
H 0.12 -0.49 -1.60
C 0.35 -0.64 -0.55
C -0.33 0.64 0.57
H -1.39 0.84 0.44
```

Summary:
- LUMO level (eV) = 1.17
- energy above the lowest of the compared OMol25 structures with the same formula, charge and spin (eV) = 4.770

ORCA calculation (ωB97M-V/def2-TZVPD) on a 2-piece molecular cluster, C4H8 overall.

XYZ file:
```
12
Properties=species:S:1:pos:R:3
C -1.63 1.28 1.03
H -1.71 -1.00 -1.03
H 1.14 0.75 -1.14
H -1.56 2.18 1.56
H -0.43 -1.53 0.05
C 2.07 0.37 -0.53
H -1.93 -1.89 0.47
C -1.44 -1.13 0.01
H 1.94 0.34 0.54
H 2.79 1.14 -0.85
C -1.58 0.08 0.85
H 2.34 -0.59 -0.97
```

Summary:
- LUMO level (eV) = 0.94
- energy above the lowest of the compared OMol25 structures with the same formula, charge and spin (eV) = 2.143

ORCA calculation (ωB97M-V/def2-TZVPD) on a 2-piece molecular cluster, C4H8 overall.

XYZ file:
```
12
Properties=species:S:1:pos:R:3
H 1.22 1.68 -1.07
C 0.03 0.13 -0.11
C -1.22 0.21 -0.80
H -0.78 0.02 1.77
C 1.23 0.80 -0.48
C 0.02 -0.54 1.26
H 2.17 0.77 0.16
H -1.29 0.53 -1.84
H -0.35 -1.63 1.14
H 0.17 -1.09 -1.64
H -2.12 -0.20 -0.30
H 0.93 -0.68 1.90
```

Summary:
- LUMO level (eV) = -1.33
- energy above the lowest of the compared OMol25 structures with the same formula, charge and spin (eV) = 5.825

Among the records above, which one has the lowest energy above the lowest of the compared OMol25 structures with the same formula, charge and spin? number 2

What is the energy above the lowest of the compared OMol25 structures with the same formula, charge and spin in the second record? 2.143 eV

energy above the lowest of the compared OMol25 structures with the same formula, charge and spin of number 3 (C4H8)? 5.825 eV

Among the records above, which one has the highest LUMO level? number 1